The following is a DFT calculation (wB97M-V/def2-TZVPD) of a molecular structure, C16H15MoN9P.

```
42
Properties=species:S:1:pos:R:3
Mo 0.00 -0.06 1.49
C 3.06 0.18 -2.96
N 2.76 0.08 -1.51
C 3.71 0.01 -0.53
C 3.07 -0.08 0.67
N 1.71 -0.05 0.39
C 1.55 0.04 -0.95
P -0.06 0.10 -1.83
C -0.86 1.44 -0.85
N -0.93 1.50 0.50
C -1.61 2.66 0.83
C -1.94 3.29 -0.33
N -1.47 2.52 -1.36
C -1.63 2.86 -2.80
C -0.83 -1.33 -0.97
N -0.86 -1.51 0.37
C -1.53 -2.70 0.63
C -1.90 -3.22 -0.57
N -1.46 -2.36 -1.55
C -1.67 -2.57 -3.00
H 4.13 0.19 -3.08
H 2.64 1.10 -3.36
H 2.65 -0.69 -3.48
H 4.77 0.02 -0.75
H 3.47 -0.16 1.66
H -1.80 2.96 1.85
H -2.47 4.21 -0.50
H -2.17 3.80 -2.86
H -2.21 2.08 -3.30
H -0.66 2.97 -3.26
H -1.68 -3.08 1.62
H -2.43 -4.12 -0.80
H -2.21 -3.50 -3.13
H -0.71 -2.64 -3.50
H -2.25 -1.75 -3.41
N 0.23 -0.48 3.28
C 0.23 -0.38 4.49
C 0.26 -0.31 5.82
C 1.29 0.47 6.43
N 2.12 1.12 6.89
C -0.74 -1.01 6.56
N -1.56 -1.57 7.14
```

Calculated values
* electronic energy: -1519.96921 hartree
* E_HOMO (spin up / spin down): -18.28 / -18.70 eV
* spin multiplicity: 3
* gap between HOMO and LUMO (spin up / spin down): 5.9649 / 7.0271 eV
* lowest unoccupied orbital energy (spin up / spin down): -12.318 / -11.670 eV
* total charge: +3

Partial charges, Löwdin, in e: number 1, Mo, carries 1.7337; number 2, C, carries 0.0413; number 3, N, carries -0.0784; number 4, C, carries 0.0260; number 5, C, carries -0.0307; number 6, N, carries -0.1415; number 7, C, carries -0.4330; number 8, P, carries 1.2268; number 9, C, carries -0.4445; number 10, N, carries -0.1428; number 11, C, carries -0.0397; number 12, C, carries 0.0228; number 13, N, carries -0.0803; number 14, C, carries 0.0396; number 15, C, carries -0.4353; number 16, N, carries -0.1417; number 17, C, carries -0.0299; number 18, C, carries 0.0262; number 19, N, carries -0.0776; number 20, C, carries 0.0417; number 21, H, carries 0.1135; number 22, H, carries 0.1051; number 23, H, carries 0.1060; number 24, H, carries 0.1588; number 25, H, carries 0.1360; number 26, H, carries 0.1340; number 27, H, carries 0.1582; number 28, H, carries 0.1131; number 29, H, carries 0.1052; number 30, H, carries 0.1048; number 31, H, carries 0.1361; number 32, H, carries 0.1588; number 33, H, carries 0.1134; number 34, H, carries 0.1060; number 35, H, carries 0.1055; number 36, N, carries -0.0660; number 37, C, carries -0.0348; number 38, C, carries -0.1473; number 39, C, carries -0.1191; number 40, N, carries 0.2723; number 41, C, carries -0.1174; number 42, N, carries 0.2750